[1]
A structure of composition C27H39BBeF4N3O4, computed with the ωB97M-V functional and the def2-TZVPD basis.

Calculated values
* relative energy (zero: lowest compared OMol25 entry of this formula, charge and spin): 0.000 eV
* net charge: +1
* Kohn-Sham gap: 5.451 eV

Geometry as XYZ:
```
79
Properties=species:S:1:pos:R:3:forces:R:3
Be 11.732 9.765 11.020 2.846 -0.029 -0.737
B 13.464 8.775 9.238 1.124 -0.017 -1.686
F 14.105 9.821 9.947 -0.336 0.076 0.411
F 12.368 9.383 8.587 -0.691 -0.065 0.612
F 14.311 8.172 8.333 -0.065 0.214 0.183
F 13.006 7.846 10.156 -0.944 0.052 0.752
N 11.492 11.732 9.880 -0.464 -1.671 1.568
C 10.267 12.277 9.938 0.163 -0.571 -0.763
C 9.979 13.476 9.326 -0.345 0.343 0.100
C 10.984 14.174 8.671 0.017 -0.592 0.407
C 12.243 13.590 8.620 -0.290 0.588 -0.341
C 12.475 12.380 9.248 0.278 0.001 0.550
H 9.501 11.647 10.369 -0.142 0.278 0.190
H 8.970 13.865 9.358 0.000 -0.013 0.093
H 10.773 15.151 8.259 0.112 -0.055 -0.222
H 13.021 14.104 8.072 0.272 -0.201 0.188
H 13.477 11.991 9.361 -0.118 -0.330 -0.309
N 17.139 11.460 7.855 -0.395 0.811 0.161
C 17.469 12.616 7.261 0.127 -0.330 0.100
C 16.626 13.312 6.412 -0.156 -0.258 -0.403
C 15.349 12.807 6.181 0.520 0.432 0.118
C 14.941 11.695 6.893 -0.164 0.454 -0.147
C 15.870 11.069 7.717 0.161 -0.595 -0.155
H 18.466 12.985 7.466 0.079 -0.060 -0.104
H 16.982 14.166 5.853 0.035 0.113 0.176
H 14.721 13.307 5.454 -0.198 -0.095 0.082
H 13.914 11.373 6.785 0.118 -0.455 0.116
H 15.610 10.159 8.239 -0.027 0.036 -0.050
N 13.355 8.917 12.785 -1.552 -0.227 -0.589
C 14.568 8.440 12.503 0.008 0.542 -0.174
C 15.462 8.105 13.498 0.726 -0.042 0.621
C 15.122 8.265 14.831 -0.604 0.465 -0.278
C 13.836 8.716 15.114 0.325 -0.384 0.071
C 12.966 8.956 14.061 0.356 0.398 0.462
H 14.849 8.426 11.462 0.019 -0.097 0.050
H 16.483 7.813 13.289 -0.136 -0.161 -0.421
H 15.837 8.109 15.626 0.028 -0.130 -0.036
H 13.553 8.877 16.145 -0.307 -0.055 -0.068
H 11.950 9.249 14.298 -0.055 0.145 -0.268
C 15.317 6.614 3.488 -0.054 -0.705 -0.575
C 14.067 6.257 4.240 -0.733 0.493 0.590
O 12.974 6.275 3.719 0.136 -0.007 -0.323
C 14.191 5.873 5.688 0.612 -0.352 0.678
H 16.025 7.240 4.025 -0.108 0.028 0.102
H 15.047 7.020 2.515 -0.003 0.264 0.125
H 15.801 5.657 3.265 0.241 0.065 0.144
H 14.579 4.853 5.774 0.083 0.003 -0.121
H 13.259 5.883 6.248 -0.236 0.139 -0.405
H 14.901 6.499 6.232 0.061 0.076 -0.162
C 13.318 12.644 14.140 -0.178 0.193 -0.185
C 13.797 12.443 12.724 -0.745 0.007 -0.609
O 13.328 11.585 11.997 -0.353 -0.208 0.149
C 14.750 13.450 12.137 0.629 -0.418 0.058
H 12.747 13.578 14.145 0.429 0.285 0.131
H 14.167 12.703 14.819 -0.116 0.196 0.130
H 12.586 11.918 14.488 0.330 -0.434 -0.244
H 14.265 14.426 12.098 0.214 0.120 0.315
H 15.079 13.193 11.131 -0.414 -0.257 -0.067
H 15.678 13.451 12.714 -0.178 0.516 0.292
C 8.939 6.382 12.460 0.131 0.542 0.445
C 10.400 6.664 12.278 -0.203 0.069 -0.170
O 10.810 7.625 11.645 0.031 1.526 -0.119
C 11.393 5.711 12.888 -0.640 0.059 -0.718
H 8.630 5.497 11.906 0.089 -0.132 0.149
H 8.311 7.226 12.182 0.135 0.011 -0.232
H 8.819 6.229 13.536 -0.259 -0.375 -0.072
H 12.096 5.539 12.072 0.396 -0.140 0.378
H 10.891 4.789 13.169 0.199 -0.052 0.145
H 11.859 6.185 13.751 0.183 -0.061 -0.056
C 15.084 5.127 9.765 -1.714 0.889 0.054
C 15.513 3.747 9.383 0.923 0.604 0.019
O 15.327 3.353 8.258 -0.131 -0.434 0.086
C 16.289 2.956 10.403 0.502 -1.031 0.314
H 14.268 5.094 10.499 0.377 -0.277 0.451
H 14.543 5.607 8.948 0.510 -0.059 -0.371
H 15.833 5.825 10.136 0.297 -0.357 0.047
H 17.274 3.361 10.651 -0.103 0.515 -0.379
H 16.501 1.960 10.014 -0.205 -0.002 -0.068
H 15.830 2.838 11.387 -0.459 0.186 -0.185
```
Forces are in eV/Å.

---

[2]
A structure of composition C26H42BrNOP2Re, computed with the ωB97M-V functional and the def2-TZVPD basis.

Calculated values
* multiplicity: 4
* net charge: +4
* Kohn-Sham gap (alpha / beta): 4.840 / 3.732 eV

Geometry as XYZ:
```
74
Properties=species:S:1:pos:R:3:forces:R:3
C 5.358 0.418 -3.092 -0.388 0.657 -0.665
C 4.240 1.226 -3.384 0.951 -0.245 -0.958
C 4.189 1.908 -4.612 0.634 -0.551 0.538
C 5.276 1.777 -5.482 0.579 0.688 -1.700
N 6.346 1.055 -5.168 -3.259 0.122 2.696
C 6.389 0.359 -4.034 1.712 -0.762 -0.253
C 3.080 1.218 -2.543 1.869 -0.479 1.980
C 2.705 0.646 -1.339 0.915 -0.882 -3.203
C 1.803 -0.416 -0.996 -0.003 -3.282 2.855
C 2.000 -1.441 -0.051 0.480 1.492 -0.532
C 0.922 -2.100 0.555 -1.469 -0.378 0.196
C -0.453 -1.681 0.328 0.895 0.195 -1.977
C -0.633 -0.912 -0.830 0.645 1.216 -0.425
C 0.465 -0.232 -1.499 -1.116 -2.258 1.082
Re 1.259 1.622 -2.093 -1.454 2.715 -3.049
P -1.919 -2.306 1.236 -0.993 -1.862 0.517
H 3.317 2.492 -4.903 0.388 -0.062 -0.136
H 5.422 -0.170 -2.178 0.210 0.128 -0.251
H 5.264 2.268 -6.455 0.075 0.001 0.012
H 7.263 -0.272 -3.862 -0.022 0.089 -0.024
H 0.344 0.096 -2.628 -0.428 -1.056 0.476
H 3.007 -1.629 0.324 -0.227 -0.118 -0.168
H -1.633 -0.692 -1.214 0.367 -0.282 0.127
H 1.096 -3.051 1.065 0.085 0.438 0.371
C -2.400 -1.551 2.822 0.734 1.280 0.475
C -3.847 -1.074 2.968 -0.376 -0.199 -0.192
H -1.701 -0.697 2.942 -0.958 -0.521 0.131
H -2.125 -2.247 3.634 -0.011 0.028 -0.503
H -3.959 -0.552 3.927 0.098 -0.183 -0.233
H -4.127 -0.375 2.174 0.000 -0.072 0.143
H -4.567 -1.905 2.960 0.226 0.248 0.026
C -3.335 -2.279 0.111 -0.072 0.518 -0.173
C -3.225 -3.146 -1.151 0.028 -0.198 -0.341
H -3.490 -1.223 -0.163 -0.174 -0.194 0.204
H -4.220 -2.572 0.698 0.400 0.204 0.042
H -3.420 -2.537 -2.043 0.043 -0.246 0.197
H -2.240 -3.614 -1.273 -0.215 0.035 -0.024
H -3.981 -3.944 -1.132 0.336 0.223 -0.021
C -1.496 -4.014 1.616 0.384 -0.078 -0.414
C -2.631 -4.797 2.273 -0.300 -0.111 0.132
H -0.592 -3.987 2.245 -0.139 -0.054 -0.029
H -1.224 -4.462 0.650 0.077 -0.121 0.192
H -2.293 -5.818 2.478 -0.042 0.250 -0.041
H -2.946 -4.357 3.226 0.080 -0.097 -0.159
H -3.510 -4.871 1.621 0.180 0.016 0.107
Br 0.541 -0.438 2.430 1.111 0.709 0.252
P 0.271 2.515 -0.368 -3.674 1.986 1.589
C -1.528 2.071 -0.529 0.322 -0.087 -0.087
C -2.588 3.083 -0.112 -0.407 0.264 0.029
H -1.615 1.163 0.087 0.068 0.236 -0.122
H -1.710 1.755 -1.569 0.072 0.005 0.109
H -3.567 2.703 -0.439 0.256 0.143 0.121
H -2.628 3.199 0.975 0.008 0.007 -0.227
H -2.451 4.066 -0.577 -0.072 -0.248 0.194
C 0.478 3.034 1.334 1.417 -0.223 0.964
C -0.041 4.429 1.673 -0.234 0.377 -0.239
H 1.556 2.961 1.561 -0.245 0.106 0.000
H 0.023 2.252 1.971 -0.041 0.232 -0.591
H 0.029 4.591 2.755 0.069 -0.116 -0.237
H 0.560 5.197 1.181 -0.080 0.002 0.113
H -1.086 4.561 1.384 0.233 0.065 0.112
C 0.663 3.834 -1.731 -0.787 0.033 1.773
C -0.528 4.487 -2.450 0.170 -0.219 -0.745
H 1.398 3.402 -2.536 0.286 0.929 -0.130
H 1.230 4.564 -1.146 0.441 -0.121 -0.444
H -0.165 4.915 -3.394 -0.174 0.057 0.235
H -1.324 3.779 -2.706 0.148 0.088 0.051
H -0.963 5.294 -1.853 0.239 -0.183 0.020
C 1.602 -3.010 4.743 -0.017 -0.246 0.814
O 1.607 -3.296 3.352 -0.034 1.330 -1.447
H 0.584 -3.099 5.140 0.177 0.004 0.056
H 1.984 -2.006 4.963 0.002 -0.200 -0.058
H 2.246 -3.748 5.230 -0.166 0.202 0.044
H 1.643 -2.417 2.904 0.164 -1.385 0.824
```
Forces are in eV/Å.